C38H47N6O3Si3Ti as an isolated structure at a distorted geometry. Source: the Open Molecules 2025 dataset; level of theory: ωB97M-V/def2-TZVPD.

Properties
multiplicity	2
energy relative to the best compared isomer or geometry (same formula, charge and spin)	180.4	kJ/mol
E_LUMO (spin up / spin down)	-0.0382 / -0.0420	hartree

CARTESIAN COORDINATES (ANGSTROEM)
1 H -4.171 -3.492 -0.404
2 H -4.386 -0.888 -1.069
3 H -2.365 0.762 4.095
4 H 4.244 2.494 0.051
5 C -4.005 2.563 -0.707
6 N 1.678 1.806 0.532
7 C -1.456 -3.085 -2.055
8 H -0.540 -4.248 3.318
9 C -0.570 -0.633 -4.419
10 H -2.332 4.566 -3.422
11 H -0.640 0.936 3.910
12 C 2.216 0.537 5.306
13 H -2.002 -3.455 2.771
14 C 4.471 -2.216 -0.775
15 C 2.008 2.216 -3.093
16 C -4.195 4.254 -2.370
17 H -1.800 -4.109 -1.964
18 C 2.691 1.838 5.220
19 H -0.664 3.303 0.738
20 H 5.165 -1.179 0.992
21 H -4.058 -0.031 0.824
22 C 2.336 -1.420 -1.552
23 N 2.173 -0.628 -0.439
24 C -2.866 4.023 -2.660
25 H -1.442 0.483 -2.833
26 C 2.016 2.544 1.604
27 H 3.110 0.140 1.228
28 C -0.948 -3.305 2.970
29 H -3.509 -1.049 -2.560
30 C 1.418 -1.804 -3.845
31 H 2.111 -1.604 2.360
32 H -0.641 2.768 2.435
33 C 2.557 2.503 4.018
34 C 1.632 -0.025 4.182
35 N -2.731 2.318 -0.992
36 H 0.714 -5.062 0.987
37 H -2.182 2.865 1.552
38 C 3.214 -0.555 0.405
39 H 0.854 -4.156 -0.497
40 H 1.228 -1.026 4.214
41 C 1.980 1.841 2.933
42 H 0.535 -1.898 -5.787
43 H 2.512 -2.895 1.250
44 C 0.223 -4.313 0.372
45 C -2.164 3.050 -1.945
46 C -0.856 -1.227 0.573
47 O -0.963 1.293 1.028
48 C 1.833 -2.594 2.038
49 C 3.465 -2.255 -1.699
50 C 4.171 2.563 -2.092
51 H 3.809 2.478 -4.202
52 H 5.333 -2.860 -0.858
53 C -0.628 -0.166 -3.128
54 H 3.162 2.315 6.068
55 H -3.086 0.234 -1.428
56 C -1.121 2.623 1.462
57 C 4.365 -1.292 0.280
58 Si -2.165 -1.995 -0.630
59 O 2.428 3.702 1.560
60 H 1.396 2.161 -3.981
61 H -4.019 -0.712 2.433
62 Ti 0.388 0.432 -0.312
63 H -0.871 -2.598 3.788
64 H 2.896 3.518 3.874
65 C -3.387 -3.177 0.280
66 H -1.335 -0.624 4.272
67 H 2.247 -2.441 -4.101
68 H -4.439 1.956 0.076
69 C 1.426 2.136 -1.828
70 C 0.476 -1.496 -4.787
71 C -0.712 2.895 -2.311
72 H -1.318 -0.340 -5.137
73 C 1.329 -1.261 -2.546
74 N 0.278 -0.455 -2.182
75 C 2.260 2.162 -0.687
76 N 0.047 2.080 -1.554
77 H -3.960 1.020 2.229
78 C -4.778 3.514 -1.352
79 H -4.760 4.989 -2.924
80 Si 0.023 -2.710 1.418
81 H 2.292 -0.032 6.220
82 C 3.374 2.413 -3.216
83 O -0.296 3.578 -3.248
84 H 3.539 -2.918 -2.546
85 H -5.808 3.665 -1.068
86 H 1.986 -3.281 2.864
87 C -3.397 -0.802 -1.508
88 H -2.906 -4.072 0.653
89 N 1.529 0.592 3.010
90 Si -1.697 -0.030 1.798
91 H 5.224 2.780 -2.201
92 H -0.375 -3.114 -2.069
93 C 3.623 2.415 -0.831
94 H -1.774 -2.730 -3.029
95 C -3.620 0.078 1.805
96 H -3.863 -2.686 1.121
97 C -1.475 0.281 3.696
98 H -0.713 -4.735 0.032

Atom charges from the Mulliken analysis, given in e for atoms 1 to 4: 0.4089, 0.5488, 0.4964, 0.5157

***

C38H47NO5OsP2SSi2 as an isolated structure at a distorted geometry. Source: the Open Molecules 2025 dataset; level of theory: ωB97M-V/def2-TZVPD.

Properties
total charge	+2
energy relative to the best compared isomer or geometry (same formula, charge and spin)	230.1	kJ/mol
E_LUMO (spin up / spin down)	-0.2505 / -0.2506	hartree

CARTESIAN COORDINATES (ANGSTROEM)
1 H 0.810 -5.941 -1.805
2 H -0.617 5.216 -1.499
3 C 0.083 4.860 0.512
4 C 3.094 1.202 0.261
5 H 4.097 2.327 3.206
6 H -2.132 -1.576 1.508
7 H -1.212 2.549 5.138
8 C -0.347 4.477 -0.756
9 H 2.310 -2.784 -5.310
10 C -2.290 -2.504 2.043
11 H -1.446 -0.393 4.950
12 C 1.226 -2.997 -3.473
13 S -1.269 -0.029 -2.498
14 C 1.854 -5.707 -3.653
15 C 0.520 1.262 1.752
16 C 0.304 2.575 1.084
17 N -0.108 2.236 -0.125
18 H 3.135 -4.063 1.680
19 C 2.106 -3.612 5.384
20 H 4.019 -4.478 5.834
21 O -1.458 -1.264 -3.170
22 H 0.248 -2.846 4.641
23 H -0.581 -1.234 3.663
24 C 3.701 -4.321 3.719
25 C 0.424 3.900 1.452
26 C -1.405 -4.543 3.002
27 H 3.087 -1.320 1.993
28 H 2.566 2.442 4.077
29 C -4.245 -5.302 -0.985
30 C -1.208 -3.337 2.321
31 C -1.749 -4.077 -1.028
32 P -0.128 -3.307 -1.072
33 H 0.971 -1.950 -3.400
34 O 0.152 0.392 -2.167
35 H -0.558 -5.180 3.239
36 H 4.658 -4.757 3.462
37 Si 2.439 1.046 2.016
38 H 2.421 -0.898 3.575
39 C 1.581 -3.402 3.037
40 H 0.367 2.961 4.465
41 H 0.636 -4.975 0.589
42 C 2.829 -3.936 2.711
43 H -1.165 1.440 -4.308
44 C 0.798 -3.885 -2.487
45 C -2.683 -4.909 3.395
46 H -3.239 0.643 2.922
47 C -3.561 -2.869 2.454
48 H -0.715 2.783 -2.032
49 C -3.757 -4.069 3.125
50 C 3.016 2.455 3.078
51 H -3.177 -7.121 -0.576
52 P 0.429 -2.890 1.769
53 C -1.856 -5.450 -0.790
54 H -2.225 2.074 -2.993
55 C 2.274 -4.822 -4.640
56 H 4.116 0.813 0.199
57 H 1.859 -3.781 0.077
58 C 1.224 -3.239 4.382
59 H 1.829 -3.488 6.424
60 C 1.969 -3.472 -4.546
61 C -2.903 -3.325 -1.254
62 C 3.340 -4.161 5.051
63 O -1.919 0.132 -1.132
64 H -4.406 -2.221 2.245
65 C 1.120 -5.242 -2.573
66 H 2.497 0.627 -0.467
67 H 0.149 5.912 0.757
68 H -5.040 -3.357 -1.419
69 Si -0.820 1.157 3.187
70 C -4.145 -3.941 -1.235
71 C -1.935 1.197 -3.571
72 H 3.111 2.243 -0.081
73 H 2.100 -6.760 -3.722
74 C -2.487 1.172 2.324
75 H -5.217 -5.782 -0.974
76 C -3.101 -6.056 -0.762
77 C -0.666 2.706 4.201
78 H -2.838 2.202 2.191
79 Os -0.039 0.211 -0.019
80 H -2.481 0.708 1.337
81 O 0.546 -1.393 1.444
82 C 0.811 -3.927 0.342
83 H -4.753 -4.350 3.447
84 C 3.040 -0.536 2.749
85 C -0.599 -0.330 4.254
86 H -0.972 -6.059 -0.634
87 H -2.803 0.756 -4.060
88 H -2.824 -2.274 -1.451
89 H 4.055 -0.365 3.131
90 C -0.429 3.141 -1.061
91 H 2.855 3.438 2.631
92 H -1.117 3.561 3.694
93 H 2.840 -5.191 -5.486
94 O -0.103 -1.802 -0.899
95 H 0.321 -0.275 4.849
96 H 0.765 4.166 2.442
97 H -2.840 -5.847 3.914

Atom charges from the Mulliken analysis, given in e for atoms 1 to 4: 0.2284, 0.5196, -1.1037, -1.0861

***

C38H48AsN9OS2TeTi as an isolated structure at a distorted geometry. Source: the Open Molecules 2025 dataset; level of theory: ωB97M-V/def2-TZVPD.

Properties
multiplicity	3
total charge	+2
energy relative to the best compared isomer or geometry (same formula, charge and spin)	88.7	kJ/mol
E_LUMO (spin up / spin down)	-0.2020 / -0.2063	hartree

CARTESIAN COORDINATES (ANGSTROEM)
1 C 2.863 -0.564 0.646
2 H -0.796 5.619 -0.791
3 S -3.927 -1.250 -0.192
4 H -1.398 -2.252 5.415
5 C 1.059 2.993 4.634
6 C 5.821 -1.121 -4.626
7 H 4.526 -1.217 1.873
8 C 6.954 -2.063 -2.732
9 H 6.993 -2.342 -1.685
10 H 1.764 2.164 4.658
11 C 0.782 0.147 -0.516
12 C -3.213 -3.634 2.780
13 C -5.532 -4.002 -1.240
14 C -0.732 0.535 -2.755
15 H 9.097 -1.082 -7.181
16 C 2.734 -0.472 -1.807
17 C -0.156 4.943 -0.245
18 H -4.198 2.059 0.111
19 C 1.362 -0.058 -1.761
20 H -6.209 -3.801 -0.413
21 H -1.374 0.698 -3.610
22 H -3.667 -4.448 3.347
23 H -3.935 -3.257 2.055
24 H 10.063 -2.565 -7.347
25 H -2.706 -3.434 -2.707
26 H 2.023 2.517 1.723
27 H 8.901 -2.885 -3.123
28 C 3.503 -0.861 1.864
29 H -3.736 -1.244 5.263
30 H -6.915 -1.171 -1.967
31 C 5.833 -1.427 -3.272
32 C 9.128 -2.155 -6.982
33 Ti -0.907 1.182 1.613
34 H -3.363 3.987 -1.279
35 N -3.773 2.034 1.024
36 H -4.048 4.394 0.298
37 N -5.804 1.403 1.761
38 C 0.569 0.145 -2.906
39 S -4.020 1.665 3.688
40 H -4.745 -4.678 -0.914
41 C 2.818 -0.723 3.039
42 C 2.007 4.303 0.558
43 C 6.901 -1.431 -5.438
44 H -4.811 -1.708 3.942
45 H -4.368 -2.899 5.181
46 H -2.350 -4.022 2.238
47 H -5.719 -0.466 -3.077
48 H 4.956 -0.627 -5.047
49 H -6.081 1.229 0.809
50 H 3.270 -0.974 3.989
51 C 3.435 -0.706 -0.655
52 H 1.618 6.041 -0.670
53 C 8.032 -2.384 -3.526
54 C -1.240 0.738 -1.466
55 H 0.938 -0.125 3.921
56 C 1.429 3.216 1.148
57 N -1.912 -0.525 2.338
58 C 4.668 -1.075 -2.455
59 C 8.013 -2.065 -4.886
60 Te -0.915 2.267 4.295
61 H -0.798 -3.325 4.129
62 C -2.105 3.515 0.407
63 H -2.040 -3.889 5.254
64 N -0.511 0.555 -0.381
65 H -6.077 -4.444 -2.073
66 N 0.891 0.091 1.883
67 C 1.190 5.181 -0.172
68 N 0.105 2.945 1.075
69 H 5.481 -1.335 -0.517
70 H -3.026 -1.887 -3.522
71 H -3.978 -3.333 -3.951
72 H -1.403 4.813 4.820
73 C -1.595 4.227 3.926
74 H -6.414 1.093 2.498
75 C 1.504 -0.241 3.006
76 H -1.047 4.633 3.078
77 C -1.679 -3.024 4.697
78 C -0.703 3.815 0.395
79 H 6.871 -1.172 -6.485
80 C -2.285 -1.397 2.984
81 H 1.335 3.688 3.844
82 N -2.428 2.400 1.092
83 H -6.546 -1.984 -3.508
84 H -2.268 1.032 -1.312
85 C -4.007 -2.057 4.590
86 C -2.803 -2.537 3.772
87 N 4.686 -1.094 -1.083
88 C -3.476 -2.802 -3.144
89 H -2.659 4.170 3.720
90 C 1.540 -0.102 0.704
91 H 3.069 4.471 0.658
92 As -4.744 -2.349 -1.787
93 H 1.008 -0.019 -3.882
94 H 1.072 3.499 5.595
95 N 3.493 -0.700 -2.919
96 H 8.294 -2.652 -7.479
97 H -2.781 5.387 -0.396
98 C -4.536 1.703 2.092
99 C -6.135 -1.394 -2.691
100 O 9.112 -2.408 -5.579
101 C -3.124 4.364 -0.278

Atom charges from the Mulliken analysis, given in e for atoms 1 to 4: 0.3795, 0.4547, -0.4744, 0.3686

***

C38H48Cl36IN4O3 as an isolated structure at a distorted geometry. Source: the Open Molecules 2025 dataset; level of theory: ωB97M-V/def2-TZVPD.

Properties
total charge	+1
energy relative to the best compared isomer or geometry (same formula, charge and spin)	86.9	kJ/mol
E_LUMO	-0.1806	hartree

CARTESIAN COORDINATES (ANGSTROEM)
1 Cl -6.766 -7.234 11.241
2 Cl -8.216 3.794 5.608
3 H 9.131 -0.447 -7.464
4 H -3.567 2.264 3.118
5 H 1.109 1.260 -1.747
6 H -4.104 0.872 2.022
7 H 0.876 -0.352 -2.377
8 Cl -8.337 5.927 3.672
9 H 6.860 0.716 -8.690
10 H 3.699 -0.728 -8.258
11 H 2.094 1.248 7.700
12 H -2.670 0.087 0.520
13 C -0.740 1.423 6.292
14 H 0.453 2.985 7.153
15 H 3.230 1.525 -5.571
16 Cl 9.027 -4.864 -9.537
17 C 0.632 0.701 -2.560
18 C -1.295 1.820 -1.363
19 H -0.263 0.404 -0.015
20 H -0.207 -0.582 6.695
21 H -6.248 -2.858 5.836
22 Cl 7.124 -3.451 -2.298
23 H -1.398 1.479 7.173
24 C 0.606 1.981 6.729
25 Cl 12.493 3.150 -9.434
26 C 4.462 -0.265 -7.620
27 O -1.314 1.996 2.998
28 C 1.930 0.023 -4.675
29 C 8.196 -1.834 -10.221
30 H 10.965 -2.021 -8.441
31 H 0.017 -0.132 5.025
32 Cl 7.519 -6.777 -7.965
33 H 2.066 1.885 -3.654
34 N -3.918 0.370 4.144
35 Cl -5.912 5.478 5.169
36 C -5.227 -0.225 3.714
37 Cl -7.405 -4.478 10.670
38 H -6.131 -0.333 5.741
39 H -1.185 2.098 5.553
40 C 8.640 -6.587 -9.323
41 H -0.843 2.799 -1.549
42 C -0.065 5.997 -0.177
43 H -3.254 -1.537 4.167
44 H -2.849 1.896 0.654
45 Cl -4.008 -0.498 9.328
46 H 6.065 -0.373 -9.888
47 Cl 10.122 -7.497 -8.992
48 H 3.683 -1.449 -6.024
49 Cl -2.729 -0.543 11.916
50 O -0.657 -1.197 2.967
51 H 6.392 -0.994 -6.894
52 C -2.532 -0.947 10.213
53 N 1.043 1.306 3.027
54 I -4.190 1.866 5.587
55 Cl -0.566 4.880 1.108
56 C 9.993 -1.830 -8.867
57 C -0.916 0.833 -2.494
58 Cl -8.985 -5.815 6.444
59 H -2.691 -0.528 6.489
60 Cl -9.945 -5.798 3.719
61 C -6.030 -0.911 4.816
62 Cl -12.340 9.693 5.250
63 Cl -6.126 -6.112 8.661
64 Cl 5.066 -3.113 -4.295
65 Cl 0.747 7.387 0.541
66 H -2.526 -1.087 2.238
67 H 0.535 1.676 -4.546
68 O 1.140 1.176 7.793
69 Cl 10.378 2.345 -11.232
70 C 9.445 -2.386 -10.085
71 Cl -2.262 -2.684 10.039
72 C -11.207 8.770 4.262
73 C 6.701 -2.637 -3.808
74 Cl -7.136 -5.425 4.272
75 Cl 12.864 0.879 -11.182
76 Cl -11.472 7.038 4.521
77 H -4.594 -2.247 5.717
78 Cl -9.039 -3.348 4.948
79 C -0.683 -0.051 5.862
80 C 6.642 -0.322 -8.963
81 H -1.832 -1.825 5.710
82 H -1.395 -0.129 -2.275
83 Cl -8.884 -6.601 9.387
84 C -0.900 1.288 0.054
85 C -0.780 -2.343 2.349
86 C -5.554 -2.328 5.186
87 C 9.004 -1.003 -8.387
88 H -5.361 -2.939 4.297
89 C 2.811 0.545 -5.832
90 C -3.513 1.208 2.871
91 C 1.261 1.179 -3.894
92 Cl -6.729 3.589 3.141
93 Cl 11.021 0.678 -8.968
94 C -2.036 0.913 2.384
95 N -0.924 -3.318 1.755
96 H 9.935 -3.084 -10.738
97 C -2.208 1.027 0.836
98 C -1.926 -0.519 2.959
99 H 1.329 2.086 5.909
100 C 11.691 1.764 -10.200
101 C -0.020 1.745 3.100
102 Cl 1.040 5.161 -1.274
103 Cl -11.459 9.152 2.556
104 H 4.556 0.788 -7.919
105 H 7.537 -2.048 -11.055
106 H -1.348 1.214 -3.425
107 Cl -1.153 -0.066 9.546
108 C -8.781 -5.101 4.845
109 H 4.819 -0.127 -5.521
110 C -7.306 4.705 4.398
111 H 2.518 -0.597 -3.988
112 H 1.118 -0.572 -5.112
113 H -2.385 1.954 -1.420
114 N 7.895 -1.015 -9.175
115 Cl -9.549 9.187 4.721
116 H -5.101 -0.936 2.887
117 C 5.824 -0.961 -7.832
118 Cl 7.844 -3.099 -5.072
119 C -7.294 -6.107 9.991
120 Cl 6.767 -0.885 -3.566
121 C -2.039 -0.751 5.634
122 H -0.368 2.124 0.519
123 C 3.979 -0.406 -6.163
124 Cl 7.886 -7.211 -10.797
125 H -7.051 -1.015 4.424
126 C -2.744 -0.569 4.272
127 H 2.172 0.655 -6.718
128 Cl -1.491 6.535 -1.069
129 H 5.626 -2.011 -8.088
130 H -5.849 0.582 3.314

Atom charges from the Mulliken analysis, given in e for atoms 1 to 4: -0.0858, -0.0997, 0.6272, 0.1820